(1)
Computed, not measured: 3 unconnected molecules or ions with the total composition C62H59BN2O9S, with ωB97M-V/def2-TZVPD.

frontier orbital gap: 6.702 eV
HOMO: -7.8 eV
E: -3607.8688 Ha
energy above the lowest of the compared OMol25 structures with the same formula, charge and spin: 0.000 eV
SMILES: COCCCCCCCCCN1c2cc(CC(=O)OC(C)=O)ccc2Sc2c(CCc3ccccc3)ccc(B(N)O)c21.O=C1c2ccccc2C(=O)c2ccccc21.O=C1c2ccccc2C(=O)c2ccccc21

Cartesian coordinates (Å):
C (4.09, 1.91, 2.86)
O (3.32, 1.08, 2.01)
C (4.08, 0.39, 1.04)
C (3.26, 0.16, -0.22)
C (4.04, 0.42, -1.51)
C (3.35, -0.14, -2.76)
C (3.02, 0.91, -3.84)
C (1.62, 0.70, -4.44)
C (0.59, 1.51, -3.65)
C (0.69, 3.02, -3.91)
C (0.76, 3.89, -2.66)
N (-0.53, 4.51, -2.30)
C (-1.52, 3.53, -1.99)
C (-2.45, 3.17, -2.96)
C (-3.40, 2.19, -2.71)
C (-4.38, 1.82, -3.80)
C (-5.80, 1.71, -3.30)
O (-6.61, 2.58, -3.31)
O (-6.06, 0.43, -2.85)
C (-7.30, 0.18, -2.25)
C (-8.06, -0.88, -2.98)
O (-7.63, 0.74, -1.25)
C (-3.42, 1.57, -1.46)
C (-2.53, 1.94, -0.48)
C (-1.58, 2.92, -0.74)
S (-0.44, 3.40, 0.51)
C (-0.32, 5.12, 0.08)
C (-0.21, 6.07, 1.09)
C (-0.22, 5.66, 2.54)
C (-1.67, 5.39, 3.02)
C (-1.87, 4.07, 3.74)
C (-3.07, 3.38, 3.58)
C (-3.30, 2.17, 4.22)
C (-2.32, 1.64, 5.05)
C (-1.12, 2.31, 5.22)
C (-0.90, 3.52, 4.57)
C (-0.12, 7.41, 0.72)
C (-0.17, 7.78, -0.61)
C (-0.31, 6.83, -1.63)
B (-0.42, 7.25, -3.15)
N (-1.54, 8.03, -3.55)
O (0.48, 6.85, -4.11)
C (-0.37, 5.49, -1.26)
H (5.03, 1.43, 3.14)
H (3.52, 2.07, 3.77)
H (4.30, 2.87, 2.37)
H (4.43, -0.57, 1.46)
H (4.97, 0.97, 0.79)
H (2.37, 0.79, -0.16)
H (2.91, -0.88, -0.25)
H (5.03, -0.04, -1.39)
H (4.19, 1.50, -1.62)
H (2.40, -0.59, -2.44)
H (3.94, -0.94, -3.20)
H (3.78, 0.87, -4.63)
H (3.06, 1.89, -3.37)
H (1.37, -0.36, -4.38)
H (1.60, 0.97, -5.50)
H (-0.42, 1.17, -3.88)
H (0.77, 1.32, -2.59)
H (1.58, 3.22, -4.51)
H (-0.15, 3.36, -4.52)
H (1.47, 4.70, -2.81)
H (1.13, 3.29, -1.81)
H (-2.42, 3.68, -3.91)
H (-4.40, 2.60, -4.56)
H (-4.09, 0.87, -4.26)
H (-7.44, -1.76, -3.14)
H (-8.93, -1.16, -2.38)
H (-8.37, -0.50, -3.95)
H (-4.15, 0.79, -1.24)
H (-2.56, 1.50, 0.51)
H (0.39, 4.77, 2.69)
H (0.20, 6.49, 3.11)
H (-2.02, 6.20, 3.66)
H (-2.33, 5.38, 2.14)
H (-3.83, 3.78, 2.92)
H (-4.24, 1.67, 4.08)
H (-2.49, 0.69, 5.56)
H (-0.36, 1.89, 5.86)
H (0.04, 4.03, 4.71)
H (-0.03, 8.17, 1.49)
H (-0.11, 8.83, -0.87)
H (-1.47, 8.47, -4.46)
H (-1.91, 8.66, -2.86)
H (1.39, 6.89, -3.81)
O (2.17, -3.31, -4.66)
C (2.42, -4.49, -4.76)
C (1.36, -5.52, -4.56)
C (0.06, -5.11, -4.28)
C (-0.94, -6.05, -4.11)
C (-0.65, -7.40, -4.23)
C (0.64, -7.82, -4.49)
C (1.65, -6.88, -4.66)
C (3.04, -7.35, -4.93)
O (3.31, -8.54, -4.97)
C (4.10, -6.32, -5.15)
C (5.39, -6.73, -5.43)
C (6.38, -5.79, -5.66)
C (6.08, -4.43, -5.61)
C (4.79, -4.02, -5.32)
C (3.80, -4.96, -5.08)
H (-0.15, -4.05, -4.19)
H (-1.95, -5.73, -3.90)
H (-1.44, -8.14, -4.11)
H (0.88, -8.87, -4.58)
H (5.61, -7.79, -5.48)
H (7.39, -6.11, -5.89)
H (6.85, -3.70, -5.79)
H (4.54, -2.97, -5.27)
O (-0.16, -6.70, 8.27)
C (-0.34, -5.55, 7.94)
C (-0.76, -4.51, 8.93)
C (-0.92, -4.88, 10.26)
C (-1.28, -3.93, 11.20)
C (-1.48, -2.61, 10.81)
C (-1.34, -2.24, 9.48)
C (-0.98, -3.19, 8.54)
C (-0.84, -2.77, 7.11)
O (-1.07, -1.64, 6.76)
C (-0.39, -3.80, 6.13)
C (-0.22, -3.43, 4.80)
C (0.21, -4.36, 3.87)
C (0.47, -5.67, 4.27)
C (0.29, -6.05, 5.59)
C (-0.14, -5.12, 6.52)
H (-0.75, -5.91, 10.54)
H (-1.40, -4.21, 12.23)
H (-1.76, -1.87, 11.55)
H (-1.50, -1.22, 9.17)
H (-0.43, -2.41, 4.51)
H (0.35, -4.07, 2.84)
H (0.82, -6.40, 3.54)
H (0.49, -7.06, 5.91)

(2)
Computed, not measured: 2 unconnected molecules or ions with the total composition C7H7ClO3 at a distorted geometry, with ωB97M-V/def2-TZVPD.

frontier orbital gap: 9.194 eV
HOMO: -9.0 eV
E: -956.6868 Ha
energy above the lowest of the compared OMol25 structures with the same formula, charge and spin: 4.613 eV

Cartesian coordinates (Å):
C (2.44, 0.15, -0.07)
C (0.94, -0.04, -0.35)
C (0.23, 1.20, -0.36)
C (-1.09, 1.20, -0.16)
C (-1.81, 0.08, -0.11)
C (-1.14, -1.08, -0.01)
C (0.26, -1.12, -0.22)
H (2.25, -1.91, 1.01)
H (2.77, 0.71, 1.04)
H (3.23, 0.67, -0.93)
H (0.71, 2.21, -0.60)
H (-2.67, 2.07, 0.18)
H (-3.44, -0.75, 0.39)
H (0.95, -2.04, -0.08)
O (3.00, -1.18, 0.18)
O (-1.67, 2.40, 0.15)
O (-3.16, 0.13, 0.08)
Cl (-1.79, -2.68, -0.13)

(3)
Computed, not measured: a molecular structure, C43H40BBrIN9PRu at a distorted geometry, with ωB97M-V/def2-TZVPD.

multiplicity: 5
frontier orbital gap (spin up / spin down): 6.365 / 3.406 eV
HOMO (spin up / spin down): -14.8 / -14.8 eV
total charge: +3
E: -5487.3131 Ha
energy above the lowest of the compared OMol25 structures with the same formula, charge and spin: 2.260 eV

Cartesian coordinates (Å):
Ru (0.09, -0.84, 0.37)
C (0.57, -4.78, 0.27)
C (-0.14, -3.99, -0.78)
C (-0.56, -4.53, -2.00)
C (-1.15, -3.50, -2.68)
N (-1.10, -2.39, -1.91)
N (-0.48, -2.69, -0.75)
B (-1.63, -0.99, -2.30)
N (-0.45, -0.07, -2.64)
C (-0.13, 0.61, -3.76)
C (1.00, 1.34, -3.52)
C (1.34, 1.07, -2.19)
C (2.51, 1.61, -1.45)
N (0.44, 0.22, -1.67)
N (-2.36, -0.29, -1.12)
C (-3.51, 0.40, -1.21)
C (-3.81, 0.93, 0.03)
C (-2.77, 0.55, 0.86)
C (-2.76, 0.89, 2.31)
N (-1.87, -0.18, 0.16)
N (-2.60, -1.25, -3.49)
C (-2.32, -1.52, -4.84)
C (-3.42, -2.03, -5.42)
C (-4.40, -2.04, -4.37)
C (-5.79, -2.48, -4.42)
N (-3.83, -1.58, -3.21)
H (0.39, -5.84, 0.07)
H (0.24, -4.58, 1.28)
H (1.65, -4.63, 0.22)
H (-0.43, -5.55, -2.32)
H (-1.58, -3.52, -3.67)
H (-0.72, 0.55, -4.66)
H (1.52, 1.99, -4.20)
H (3.11, 2.23, -2.12)
H (3.16, 0.81, -1.08)
H (2.20, 2.22, -0.60)
H (-4.06, 0.51, -2.12)
H (-4.68, 1.51, 0.29)
H (-3.51, 0.28, 2.83)
H (-3.04, 1.93, 2.43)
H (-1.81, 0.73, 2.79)
H (-1.34, -1.35, -5.27)
H (-3.56, -2.33, -6.45)
H (-6.21, -2.36, -5.42)
H (-6.38, -1.96, -3.67)
H (-5.84, -3.55, -4.19)
I (0.07, 2.66, 1.23)
C (-0.39, 3.25, 3.22)
C (-0.79, 4.55, 3.35)
C (-1.04, 5.08, 4.62)
C (-0.86, 4.31, 5.73)
C (-0.43, 2.97, 5.62)
C (-0.22, 2.21, 6.79)
C (0.22, 0.92, 6.73)
C (0.38, 0.32, 5.47)
C (0.15, 1.00, 4.29)
P (0.37, -0.14, 2.86)
C (-0.76, -1.52, 3.41)
C (-1.76, -1.38, 4.38)
C (-2.75, -2.34, 4.50)
C (-2.79, -3.44, 3.66)
C (-1.81, -3.59, 2.69)
C (-0.82, -2.63, 2.57)
C (2.23, -0.11, 2.96)
C (2.83, 0.43, 1.82)
C (4.19, 0.71, 1.79)
C (4.97, 0.47, 2.92)
C (4.38, -0.09, 4.04)
C (3.02, -0.38, 4.07)
C (-0.21, 2.38, 4.33)
H (-0.92, 5.17, 2.47)
H (-1.36, 6.11, 4.71)
H (-1.06, 4.71, 6.71)
H (-0.39, 2.68, 7.75)
H (0.40, 0.35, 7.62)
H (0.64, -0.73, 5.44)
H (-1.79, -0.53, 5.04)
H (-3.52, -2.21, 5.25)
H (-3.57, -4.18, 3.76)
H (-1.82, -4.45, 2.04)
H (-0.03, -2.77, 1.84)
H (2.23, 0.64, 0.95)
H (4.63, 1.13, 0.90)
H (6.01, 0.73, 2.91)
H (4.97, -0.28, 4.93)
H (2.62, -0.82, 4.97)
Br (4.81, -2.13, -2.62)
C (3.93, -2.35, -0.97)
C (4.54, -2.96, 0.12)
C (3.80, -3.10, 1.29)
C (2.53, -2.56, 1.35)
N (1.97, -1.91, 0.33)
C (2.64, -1.85, -0.83)
H (5.56, -3.32, 0.06)
H (4.22, -3.60, 2.15)
H (1.97, -2.64, 2.27)
H (2.16, -1.39, -1.68)

(4)
Computed, not measured: 2 unconnected molecules or ions with the total composition C5H16N3 at a distorted geometry, with ωB97M-V/def2-TZVPD.

frontier orbital gap: 5.894 eV
HOMO: -12.9 eV
total charge: +1
E: -363.9797 Ha
energy above the lowest of the compared OMol25 structures with the same formula, charge and spin: 5.325 eV

Cartesian coordinates (Å):
N (3.04, -0.39, -2.42)
C (-1.09, -0.16, -0.69)
C (-1.39, 1.05, 0.05)
C (-1.68, 1.13, 1.64)
N (-1.70, 2.46, 2.06)
C (0.28, -0.50, -1.10)
N (0.95, -1.68, -0.47)
C (0.82, -1.73, 1.03)
H (2.67, -1.21, -1.96)
H (3.36, -0.62, -3.36)
H (3.88, -0.11, -1.93)
H (-1.88, -0.33, -1.43)
H (-2.33, 1.42, -0.37)
H (-0.67, 1.84, -0.16)
H (-0.93, 0.53, 2.16)
H (-2.60, 0.59, 1.86)
H (-0.97, 2.86, 2.63)
H (-2.58, 2.85, 2.36)
H (0.27, -0.81, -2.15)
H (0.98, 0.34, -1.17)
H (0.53, -2.50, -0.90)
H (1.76, -1.90, 1.51)
H (0.12, -2.54, 1.27)
H (0.28, -0.82, 1.28)

(5)
Computed, not measured: a single C2H3N3O3 molecule at a distorted geometry, with ωB97M-V/def2-TZVPD.

frontier orbital gap: 10.675 eV
HOMO: -10.4 eV
E: -467.9191 Ha
energy above the lowest of the compared OMol25 structures with the same formula, charge and spin: 1.231 eV
SMILES: [H]/N=c1\[nH]n(O)c(=O)o1

Cartesian coordinates (Å):
H (3.14, 0.38, -0.07)
N (2.45, -0.34, -0.33)
C (1.27, -0.19, 0.05)
N (0.64, 0.78, 0.82)
N (-0.77, 0.73, 0.50)
O (-0.97, 1.47, -0.76)
C (-0.89, -0.63, 0.09)
O (-1.91, -1.28, 0.12)
O (0.29, -1.11, -0.33)
H (0.86, 1.73, 0.63)
H (-1.80, 2.04, -0.59)

(6)
Computed, not measured: a molecular structure, C2H4I2S at a distorted geometry, with ωB97M-V/def2-TZVPD.

frontier orbital gap: 7.966 eV
HOMO: -8.2 eV
E: -1072.0539 Ha
energy above the lowest of the compared OMol25 structures with the same formula, charge and spin: 2.544 eV

Cartesian coordinates (Å):
C (0.20, 0.09, 0.92)
C (-2.06, -0.22, 0.93)
S (0.59, 1.27, -0.33)
I (-2.88, 1.36, -0.26)
I (-2.37, -2.24, 0.32)
H (0.05, 0.54, 2.01)
H (0.58, -0.80, 0.70)
H (-2.13, -0.24, 1.95)
H (0.30, 2.45, 0.16)

(7)
Computed, not measured: 7 unconnected molecules or ions with the total composition C25H67N5O13 at a distorted geometry, with ωB97M-V/def2-TZVPD.

frontier orbital gap: 8.584 eV
HOMO: -8.3 eV
E: -2244.4226 Ha
energy above the lowest of the compared OMol25 structures with the same formula, charge and spin: 0.000 eV
SMILES: COCCNCCOC.COCCNCCOC.COCCNCCOC.NC(N)=O.OCCO.OCCO.OCCO

Cartesian coordinates (Å):
C (-1.66, -1.74, 1.10)
O (-2.35, -2.48, 0.14)
C (-3.72, -2.32, 0.28)
C (-4.45, -2.61, -1.02)
N (-3.96, -3.89, -1.51)
C (-4.22, -4.32, -2.87)
C (-2.97, -5.04, -3.27)
O (-3.07, -5.59, -4.59)
C (-2.01, -6.51, -4.92)
H (-0.59, -1.78, 0.89)
H (-1.76, -2.14, 2.13)
H (-1.91, -0.67, 1.22)
H (-4.00, -1.31, 0.60)
H (-4.07, -3.02, 1.05)
H (-4.11, -1.82, -1.71)
H (-5.52, -2.64, -0.80)
H (-2.99, -4.00, -1.25)
H (-4.26, -3.47, -3.56)
H (-5.12, -4.92, -2.82)
H (-2.76, -5.82, -2.53)
H (-2.15, -4.31, -3.31)
H (-2.16, -6.76, -5.98)
H (-1.91, -7.45, -4.35)
H (-1.02, -6.01, -4.85)
C (-1.04, 2.30, -7.10)
O (-1.40, 1.07, -6.49)
C (-1.99, 0.12, -7.42)
C (-2.01, -1.23, -6.75)
N (-0.64, -1.67, -6.61)
C (-0.47, -2.68, -5.58)
C (-0.63, -2.13, -4.21)
O (0.39, -1.18, -4.01)
C (0.40, -0.70, -2.73)
H (-0.17, 2.20, -7.75)
H (-0.74, 2.95, -6.27)
H (-1.89, 2.73, -7.64)
H (-1.31, 0.06, -8.28)
H (-3.01, 0.43, -7.70)
H (-2.63, -1.89, -7.36)
H (-2.54, -1.07, -5.79)
H (-0.15, -0.86, -6.21)
H (0.49, -3.20, -5.60)
H (-1.26, -3.43, -5.75)
H (-0.55, -2.92, -3.44)
H (-1.56, -1.55, -4.06)
H (-0.50, -0.06, -2.61)
H (1.23, -0.03, -2.52)
H (0.34, -1.48, -1.97)
C (-3.33, 1.94, 5.34)
O (-3.31, 3.08, 4.51)
C (-2.76, 4.31, 5.08)
C (-1.32, 4.49, 4.64)
N (-0.39, 3.76, 5.54)
C (0.96, 3.82, 5.04)
C (1.82, 2.84, 5.79)
O (1.45, 1.54, 5.30)
C (2.10, 0.48, 5.87)
H (-3.77, 1.18, 4.70)
H (-3.93, 2.10, 6.25)
H (-2.36, 1.58, 5.72)
H (-2.88, 4.23, 6.17)
H (-3.46, 5.06, 4.71)
H (-1.11, 5.55, 4.86)
H (-1.19, 4.23, 3.59)
H (-0.68, 2.78, 5.50)
H (1.45, 4.80, 5.17)
H (1.09, 3.59, 3.97)
H (1.45, 2.83, 6.82)
H (2.89, 3.05, 5.65)
H (3.15, 0.53, 5.58)
H (1.65, -0.39, 5.41)
H (2.08, 0.52, 6.96)
N (6.33, 4.30, 3.62)
C (5.49, 3.15, 3.61)
N (5.64, 2.25, 4.69)
O (4.59, 3.02, 2.76)
H (6.10, 5.08, 3.05)
H (7.23, 4.28, 4.04)
H (4.96, 1.51, 4.76)
H (6.23, 2.38, 5.47)
O (2.17, -5.16, 3.00)
C (2.00, -4.13, 3.96)
C (1.72, -2.80, 3.34)
O (2.86, -2.31, 2.67)
H (3.10, -5.12, 2.72)
H (1.05, -4.43, 4.43)
H (2.78, -4.15, 4.73)
H (1.38, -2.15, 4.17)
H (0.86, -2.88, 2.67)
H (2.81, -1.34, 2.68)
O (3.15, 2.06, -4.21)
C (1.82, 2.67, -4.09)
C (1.96, 4.11, -3.75)
O (2.07, 4.32, -2.31)
H (3.67, 2.30, -3.43)
H (1.39, 2.61, -5.09)
H (1.29, 2.10, -3.33)
H (1.09, 4.69, -4.08)
H (2.83, 4.59, -4.20)
H (1.93, 5.27, -2.24)
O (3.08, 0.61, 2.31)
C (2.12, 0.75, 1.25)
C (0.85, 1.45, 1.66)
O (0.19, 0.71, 2.72)
H (3.56, 1.45, 2.49)
H (2.60, 1.22, 0.39)
H (1.93, -0.29, 0.96)
H (0.17, 1.41, 0.80)
H (1.01, 2.52, 1.87)
H (0.75, 0.92, 3.50)

(8)
Computed, not measured: 2 unconnected molecules or ions with the total composition C5H11NO at a distorted geometry, with ωB97M-V/def2-TZVPD.

frontier orbital gap: 8.621 eV
HOMO: -8.0 eV
E: -327.0546 Ha
energy above the lowest of the compared OMol25 structures with the same formula, charge and spin: 2.089 eV
SMILES: C=C(N)/C=C/C.O

Cartesian coordinates (Å):
C (-0.44, -2.61, -2.40)
C (0.01, -2.36, -1.17)
N (0.64, -3.34, -0.42)
C (0.04, -0.96, -0.64)
C (-0.34, -0.59, 0.57)
C (-0.45, 0.85, 0.95)
H (-0.40, -3.58, -2.82)
H (-0.86, -1.89, -3.08)
H (0.72, -3.35, 0.57)
H (0.73, -4.25, -0.84)
H (0.36, -0.28, -1.41)
H (-0.60, -1.31, 1.34)
H (0.55, 1.31, 0.94)
H (-0.81, 1.01, 1.97)
H (-1.03, 1.42, 0.24)
O (0.85, 6.90, 2.23)
H (1.13, 6.03, 1.94)
H (-0.08, 6.99, 2.04)

(9)
Computed, not measured: a single C4H6N2 molecule at a distorted geometry, with ωB97M-V/def2-TZVPD.

frontier orbital gap: 8.978 eV
HOMO: -8.4 eV
E: -265.4302 Ha
energy above the lowest of the compared OMol25 structures with the same formula, charge and spin: 2.868 eV
SMILES: [H]/N=C/C=C=CN

Cartesian coordinates (Å):
H (-1.05, -2.80, 0.29)
N (-0.69, -1.85, 0.23)
C (-1.64, -1.01, 0.14)
C (-1.37, 0.43, 0.08)
C (-0.11, 0.79, -0.04)
C (1.10, 0.92, -0.49)
N (2.35, 0.92, 0.13)
H (-2.70, -1.29, 0.18)
H (-2.18, 1.15, 0.21)
H (0.95, 1.44, -1.43)
H (3.08, 0.46, -0.39)
H (2.33, 0.59, 1.09)

(10)
Computed, not measured: a molecular structure, C24H33NO3Ru at a distorted geometry, with ωB97M-V/def2-TZVPD.

multiplicity: 7
frontier orbital gap (spin up / spin down): 5.677 / 6.029 eV
HOMO (spin up / spin down): -4.9 / -8.1 eV
E: -1309.2016 Ha
energy above the lowest of the compared OMol25 structures with the same formula, charge and spin: 0.065 eV

Cartesian coordinates (Å):
O (-0.03, -0.14, -5.62)
C (-0.10, 1.10, -6.45)
C (0.02, 0.49, -7.82)
H (0.74, 1.78, -6.20)
H (-1.05, 1.64, -6.32)
C (0.07, -0.77, -6.95)
H (0.90, 0.78, -8.39)
H (-0.88, 0.61, -8.41)
C (1.40, -1.48, -7.01)
H (2.17, -0.84, -6.56)
H (1.69, -1.80, -8.03)
H (1.30, -2.37, -6.37)
C (-1.11, -1.64, -7.30)
H (-2.05, -1.09, -7.18)
H (-1.11, -2.53, -6.66)
H (-1.07, -1.99, -8.35)
Ru (-0.63, -0.88, -1.29)
C (-1.98, -0.83, 0.25)
C (-1.66, 0.56, 0.15)
C (-2.15, 1.04, -1.11)
H (-1.17, 1.14, 0.93)
C (-2.74, -0.05, -1.83)
C (-2.67, -1.22, -0.97)
H (-3.14, -2.17, -1.19)
H (-1.80, -1.45, 1.13)
H (-2.07, 2.07, -1.43)
H (-3.19, 0.00, -2.82)
C (0.85, -1.77, 0.42)
C (0.01, -2.62, -0.41)
C (0.53, -2.55, -1.77)
H (-0.78, -3.27, -0.08)
C (1.58, -1.56, -1.75)
C (1.82, -1.16, -0.41)
H (2.62, -0.50, -0.10)
H (0.79, -1.66, 1.49)
H (0.24, -3.21, -2.59)
H (2.18, -1.28, -2.63)
O (2.41, 1.74, -4.52)
C (1.58, 1.25, -3.42)
C (0.16, 1.80, -3.61)
H (1.99, 1.66, -2.47)
H (1.49, 0.13, -3.37)
C (0.51, 3.16, -4.26)
H (-0.39, 1.97, -2.68)
H (-0.45, 1.11, -4.21)
C (2.03, 3.13, -4.65)
H (0.48, 3.87, -3.43)
H (-0.12, 3.56, -5.07)
H (2.59, 3.78, -3.96)
H (2.19, 3.46, -5.68)
O (0.97, 1.40, 0.38)
N (1.44, 1.42, 1.60)
C (0.79, 0.83, 2.66)
C (1.33, 0.94, 3.92)
C (2.56, 1.55, 4.14)
C (3.20, 2.14, 3.05)
C (2.66, 2.03, 1.79)
H (-0.13, 0.28, 2.43)
H (0.78, 0.51, 4.74)
H (3.02, 1.56, 5.12)
H (4.10, 2.72, 3.15)
H (3.08, 2.44, 0.88)